Below is the molecule C3H5NOS2 at a distorted geometry, with properties calculated with the ωB97M-V functional and the def2-TZVPD basis.

Output
**SMILES**: CSC(=S)/C=N\O
**Multiplicity**: 1
**HOMO**: -0.324 Ha
**ΔE to the lowest compared entry with this formula, charge and spin**: 3.399 eV

CARTESIAN COORDINATES (ANGSTROEM)
S: -1.678603 -1.285324 -0.319887
S: 0.815869 -0.103497 0.900721
O: 1.598282 1.814084 -0.698965
N: 0.557775 1.814403 -1.524046
C: 0.184432 -1.397959 2.056481
C: -0.394377 0.944902 -1.269455
C: -0.465441 -0.158225 -0.350322
H: 0.974515 -1.551155 2.897463
H: -1.157086 0.829893 -2.001794
H: -0.760775 -1.125210 2.606799
H: 0.103263 -2.352958 1.573138
H: 2.005470 2.874754 -0.729135

Forces on the atoms, in the same order (eV/Å):
0.630 0.945 -0.512
-1.249 -1.195 0.584
2.549 4.338 0.912
-2.946 -0.518 -0.528
1.131 0.542 2.102
1.983 0.441 -1.346
0.583 -0.857 2.603
-1.048 0.573 -1.555
-0.513 0.748 -0.720
0.837 -0.118 -1.016
-0.277 -0.270 -0.368
-1.680 -4.630 -0.156

***

Below is a cluster of 9 separate species, C38H91N2O9 in total at a distorted geometry, with properties calculated with the ωB97M-V functional and the def2-TZVPD basis.

Output
**Multiplicity**: 2
**HOMO (alpha / beta)**: -0.303 / -0.303 Ha
**Expectation value of S²**: 0.754

CARTESIAN COORDINATES (ANGSTROEM)
O: 3.095149 -26.701640 -7.988698
O: 3.688566 -17.296212 -6.680571
O: 2.387264 -21.099944 -1.365783
O: 0.080404 -25.592777 -6.157330
O: 3.464030 -23.935254 -1.478482
O: 0.016342 -28.038715 -4.937535
O: -1.382507 -25.805494 -9.645261
O: -2.740306 -25.803077 -5.614339
O: -3.248610 -20.628312 -4.516997
N: 3.816840 -18.524754 -7.344522
N: -3.385750 -19.464120 -5.244286
C: -2.841484 -24.245707 -8.725910
C: 4.167633 -20.975906 -7.144262
C: 0.748902 -24.339701 -6.160880
C: -2.235419 -20.382838 -7.209340
C: 0.045580 -23.364048 -5.159425
C: 3.212911 -21.122410 -8.363944
C: 4.809054 -25.390356 -2.639194
C: 3.647709 -24.519602 -2.796948
C: 0.539601 -22.487065 -0.416325
C: 0.457501 -27.004590 -2.770616
C: -5.579079 -20.127030 -6.309118
C: -3.210359 -24.648256 -3.746038
C: 0.116009 -20.774328 -2.282800
C: -3.830388 -17.579810 -7.417482
C: 3.555577 -17.507384 -9.640894
C: -2.156510 -24.658930 -10.017282
C: -3.142543 -25.045979 -11.049138
C: 4.006713 -26.010043 -7.258484
C: 1.554299 -18.457942 -8.451451
C: 4.077162 -24.512493 -7.735766
C: 3.405547 -19.957770 -9.260329
C: -3.476967 -24.692750 -5.228139
C: 3.907115 -23.463882 -3.848931
C: -0.409614 -27.993187 -3.632047
C: 5.134002 -19.394814 -5.523668
C: -1.044196 -19.057313 -5.338630
C: 3.062630 -18.619937 -8.623885
C: -5.425207 -18.787227 -4.142855
C: 3.868190 -19.669421 -6.369442
C: 5.286654 -26.786225 -7.141000
C: 1.122340 -21.790009 -1.688327
C: -4.934087 -24.993488 -5.472396
C: 2.640569 -19.896947 -5.450588
C: -0.346181 -29.422135 -3.112442
C: -2.436660 -17.893327 -6.995329
C: -4.875265 -17.701299 -6.318385
C: -4.792841 -19.068518 -5.482332
C: -2.298916 -19.221832 -6.179903
H: 4.710938 -23.851297 -7.144784
H: 3.115966 -17.702550 -10.619035
H: -5.370877 -19.929123 -7.360585
H: 4.410815 -24.531651 -8.773265
H: 3.336721 -16.480920 -9.346639
H: 5.780349 -25.018187 -2.313339
H: -5.573667 -24.194311 -5.097765
H: 2.919119 -20.459349 -4.559400
H: 5.368626 -20.149551 -4.773047
H: 0.300531 -23.508920 -4.109605
H: -1.034449 -30.110320 -3.603127
H: -0.627459 -29.622180 -2.078537
H: -2.215983 -17.017582 -6.385019
H: -1.973459 -21.297970 -6.678298
H: 3.065823 -24.113187 -7.812253
H: 5.164011 -27.832640 -6.861598
H: 2.195259 -21.183093 -7.978186
H: -3.011225 -20.299146 -3.646989
H: 5.966168 -19.312756 -6.222865
H: 0.367956 -21.838555 0.442787
H: -6.490112 -18.587293 -4.261666
H: 2.275273 -19.014462 -4.925351
H: -6.658331 -20.210885 -6.181487
H: -0.291430 -20.102327 -1.527482
H: -1.724142 -17.785080 -7.813068
H: 5.218582 -21.026563 -7.428913
H: -5.851807 -17.636772 -6.798281
H: -1.507647 -20.266229 -8.012372
H: 1.880905 -20.469279 -5.982977
H: 4.453833 -19.891139 -9.551444
H: 1.513701 -26.956757 -3.035662
H: -3.166442 -23.214204 -8.861945
H: 0.312742 -22.324913 -5.351576
H: -0.875119 -19.762117 -4.524518
H: 0.442682 -27.214031 -1.701037
H: 4.857911 -23.006837 -3.574704
H: 0.017217 -26.046323 -3.046245
H: -2.974089 -23.883481 -5.757566
H: 0.563514 -23.955083 -7.163784
H: 0.616571 -29.925225 -3.202577
H: -0.715118 -21.343493 -2.699203
H: -5.155092 -21.103401 -6.074514
H: -0.118901 -18.952626 -5.905169
H: 3.089286 -26.261711 -8.841947
H: 2.968584 -21.755742 -0.973865
H: -0.503623 -25.697057 -10.015928
H: -4.728345 -16.872974 -5.625283
H: 3.655044 -26.019652 -6.226816
H: -5.223558 -25.884232 -4.914830
H: 1.280649 -23.191103 -0.037828
H: -3.507431 -25.591650 -3.287935
H: -4.886671 -17.936577 -3.725154
H: 1.047312 -18.508513 -9.415037
H: -3.160463 -20.631835 -7.729332
H: -3.947481 -16.554655 -7.768850
H: 3.113969 -22.716224 -3.855310
H: -3.817354 -23.884451 -3.259964
H: 3.875758 -23.778501 -4.892066
H: -3.820512 -25.843581 -10.745354
H: -5.380481 -19.714114 -3.571031
H: 5.064000 -25.920936 -3.556571
H: -1.445749 -27.661778 -3.700629
H: 5.935793 -26.480126 -6.320626
H: -3.705527 -24.139866 -11.272977
H: -1.043276 -23.314310 -5.157150
H: -1.121104 -18.049747 -4.929982
H: 4.314325 -23.495443 -1.406630
H: 4.559036 -16.902701 -6.775594
H: 3.961640 -21.812003 -6.475983
H: -5.105967 -25.195266 -6.529676
H: 2.859226 -25.205174 -3.107421
H: -2.648655 -25.307230 -11.985055
H: 0.596509 -20.247256 -3.107064
H: 2.959299 -20.276255 -10.202425
H: -1.526134 -23.817426 -10.304701
H: 5.165052 -18.468613 -4.949838
H: 5.927298 -26.752638 -8.022225
H: 4.657056 -26.137265 -1.860019
H: 4.585934 -17.658643 -9.962719
H: 1.800349 -24.370270 -5.875203
H: -2.138333 -24.272210 -7.893461
H: 1.328061 -22.591250 -2.398103
H: -0.404131 -22.956087 -0.694688
H: -4.116123 -18.210499 -8.259313
H: 3.390107 -22.049767 -8.908651
H: 1.409343 -17.447005 -8.070533
H: -1.814589 -25.550744 -5.645271
H: -3.683708 -24.907807 -8.524962
H: -2.160982 -24.406604 -3.577179
H: 0.182967 -27.120330 -5.162073
H: 1.132019 -19.165610 -7.738026

Forces on the atoms, in the same order (eV/Å):
-1.485 -0.545 -1.618
-0.726 0.073 -0.116
-1.493 -0.170 -0.583
1.008 1.582 0.257
-0.678 0.084 -1.047
0.979 0.095 -1.099
0.732 0.030 -0.366
0.429 -1.933 -1.327
0.010 -0.794 0.030
0.607 -1.573 -0.590
-0.962 2.961 -0.506
-0.074 0.585 -0.295
-1.279 -0.084 -0.348
-1.736 -0.307 1.111
0.466 -0.661 0.166
-0.208 0.487 0.206
0.966 -0.460 1.530
2.101 -2.506 0.022
0.192 0.172 0.000
0.692 0.455 -0.576
-0.869 -0.268 -0.811
0.991 -0.346 0.053
-0.612 1.391 0.763
0.894 -0.929 0.103
-1.295 -0.402 -0.995
-0.148 -1.087 0.020
0.141 -0.729 1.953
-0.311 0.765 -1.276
1.082 1.608 2.237
0.214 0.627 0.200
0.020 -1.444 -0.205
0.828 -0.303 -0.652
0.441 -0.691 1.247
-0.788 0.703 0.127
0.515 -1.051 1.811
0.325 0.342 0.058
0.721 0.784 0.007
-0.148 0.991 -0.782
-0.232 -0.638 -0.244
0.659 0.459 0.457
1.783 -0.183 0.063
0.015 0.723 1.689
-0.113 0.356 -0.421
0.484 0.110 0.247
-0.452 -1.291 0.512
-0.409 0.775 1.347
1.110 -1.356 0.777
-0.597 0.707 -1.594
0.217 -0.465 -1.583
0.008 -0.196 -0.045
-0.871 0.090 0.116
-0.143 -0.188 -0.130
0.480 0.147 -0.138
0.148 -0.148 0.118
-0.085 1.189 -0.105
-0.005 0.165 -0.277
0.393 -0.623 -0.224
-0.226 -0.434 -0.251
0.337 -0.510 -0.094
-0.136 0.319 -0.663
-0.012 0.855 0.372
0.511 -0.187 0.696
0.089 -0.156 0.079
-0.063 0.029 0.426
-0.724 -0.085 -0.431
-0.231 0.043 -0.116
0.056 -0.218 0.299
0.156 -0.167 0.020
-0.149 0.546 -0.341
0.024 0.349 -0.024
-0.326 0.462 -0.830
0.021 0.466 0.269
0.270 0.134 -0.046
0.029 -0.678 -0.078
-0.038 0.107 -0.221
-0.158 0.027 0.390
0.337 0.342 0.157
-0.339 0.335 0.184
0.385 -0.152 0.237
-0.008 -0.461 -0.415
-0.431 0.058 0.266
0.435 0.011 -0.331
-0.276 -0.123 -0.329
-0.472 0.229 -0.025
0.064 0.329 -0.471
0.206 0.507 0.653
-1.085 0.925 -0.022
0.265 0.147 -0.270
0.373 0.528 -0.295
-0.123 -0.067 -0.053
-0.100 -0.181 -0.030
-0.043 -0.501 -0.396
-0.342 -0.406 -0.406
-0.092 -0.265 -0.024
0.053 -0.265 -0.037
-0.165 0.102 0.090
-0.498 0.305 0.288
0.243 -0.133 -0.003
-0.212 -0.465 -0.284
0.328 -0.111 -0.150
-0.215 -0.229 0.541
-0.056 -0.203 0.012
-0.340 0.462 0.259
0.430 0.084 -0.293
0.052 0.301 0.468
0.052 0.309 0.179
0.571 -0.637 0.120
0.179 0.048 0.147
0.204 0.254 0.527
-0.208 -0.185 -0.194
-0.274 0.199 0.842
-0.063 0.754 0.112
-0.463 -0.061 -0.107
-0.065 -0.508 -0.525
-0.126 -0.095 0.598
0.177 0.255 0.636
0.100 0.124 -0.008
0.201 0.017 0.283
-0.198 0.159 0.015
-0.732 0.525 0.575
0.013 -0.269 -0.007
-0.054 0.248 0.172
-0.804 1.141 -0.206
0.238 -0.116 -0.442
-0.603 0.186 -0.128
-0.136 -0.031 -0.303
-0.518 -0.259 -0.139
0.478 0.256 0.900
0.100 -0.398 -0.376
-0.045 -0.103 -0.049
0.088 0.091 -0.217
0.083 -0.318 0.169
-0.163 -0.161 -0.170
0.142 -0.064 0.085
-0.311 0.007 0.201
0.227 -0.264 -0.270
0.033 0.104 0.199
0.038 -0.242 0.297
0.155 -0.024 -0.822
-0.048 -0.030 -0.147

***

Below is the molecule C4H9NO, with properties calculated with the ωB97M-V functional and the def2-TZVPD basis.

Output
**SMILES**: CCNC(C)=O
**Multiplicity**: 1
**HOMO**: -0.353 Ha
**ΔE to the lowest compared entry with this formula, charge and spin**: 0.282 eV

CARTESIAN COORDINATES (ANGSTROEM)
O: -0.987722 -0.498373 1.646455
N: -0.691330 0.216497 -0.488320
C: -0.763406 -2.196777 -0.013149
C: -0.842026 -0.760659 0.464396
C: -0.156008 1.507003 -0.078995
C: 1.371302 1.492376 -0.116169
H: -1.722645 -2.702991 0.118990
H: -0.432255 -2.299512 -1.050482
H: -0.041725 -2.692693 0.643217
H: 1.792729 2.431554 0.256116
H: 1.750173 0.676480 0.509998
H: -0.478415 -0.079866 -1.429307
H: -0.560400 2.300658 -0.715972
H: 1.739022 1.335952 -1.138148
H: -0.513405 1.674513 0.938933

Forces on the atoms, in the same order (eV/Å):
0.076 -0.075 -0.318
0.083 -0.144 0.074
-0.008 -0.069 0.016
0.039 0.011 0.107
-0.016 0.164 0.066
0.066 0.014 0.005
0.076 0.123 -0.018
-0.109 0.039 0.128
-0.116 0.023 -0.143
-0.084 -0.099 -0.063
-0.054 0.152 -0.076
0.030 -0.060 0.163
0.032 -0.152 0.055
-0.059 0.037 0.158
0.045 0.037 -0.155